# C2H4ClOP

A cluster of 2 separate species, C2H4ClOP in total in a non-equilibrium geometry (wB97M-V/def2-TZVPD, the Open Molecules 2025 dataset).

Element x y z (Å)
C 1.4265 -1.4492 0.5294
C -0.6222 1.5135 -0.2896
O 1.6148 -1.5069 -0.6553
P -1.5579 0.1256 0.0185
Cl -3.2599 0.1893 -1.0400
H 1.1709 -0.4844 0.9626
H 1.6068 -2.2029 1.2581
H 0.3482 1.6017 0.3904
H -0.7272 2.2134 -1.1740

Output
HOMO level ... -9.58 eV
SMILES string ... C=PCl.C=O
Relative energy (zero: lowest compared OMol25 entry of this formula, charge and spin) ... 211.8 kJ/mol
Charge ... 0
Gap between HOMO and LUMO ... 9.4 eV
Lowest unoccupied orbital energy ... -0.13 eV

Atomic partial charges in e from the natural (NBO) method, atoms 1 to 8: number 1, C, carries 0.28; number 2, C, carries -0.89; number 3, O, carries -0.49; number 4, P, carries 0.69; number 5, Cl, carries -0.28; number 6, H, carries 0.09; number 7, H, carries 0.11; number 8, H, carries 0.24